[1]
An isolated molecule of C12H10NOP, computed with ωB97M-V/def2-TZVPD.

F_max ... 4.57 eV Å⁻¹
HOMO-LUMO gap (alpha / beta) ... 7.1 / 8.2 eV
HOMO (alpha / beta) ... -8.2 / -8.2 eV
LUMO energy (alpha / beta) ... -1.07 / 0.02 eV
E_tot ... -25428.823 eV
Energy above the lowest of the compared OMol25 structures with the same formula, charge and spin ... 0.7 kcal/mol

```
25
C12H10NOP (ωB97M-V/def2-TZVPD)
C -1.530 -2.612 -0.548
C -2.693 -1.872 -0.446
C 3.326 -0.287 0.408
C -0.335 -1.919 -0.644
C 1.943 -0.501 0.472
C -2.699 -0.513 -0.437
C 3.753 0.721 -0.474
C -0.326 -0.542 -0.373
C 1.001 -0.007 -0.488
C -1.488 0.122 -0.311
C 1.620 1.010 -1.194
C -0.969 2.444 1.430
N 2.814 1.383 -1.259
O -2.833 2.608 -0.465
P -1.521 2.078 -0.227
H -1.535 -3.696 -0.675
H -3.663 -2.428 -0.516
H 4.079 -0.806 1.084
H 0.557 -2.423 -0.925
H 1.626 -1.350 1.117
H -3.553 0.096 -0.190
H 4.816 0.978 -0.552
H -0.680 3.477 1.454
H -1.638 2.224 2.235
H -0.071 1.817 1.523
```

These are the Löwdin partial charges, in e, on atoms 1 to 8:
1. C -0.063
2. C -0.093
3. C -0.069
4. C -0.021
5. C -0.032
6. C -0.087
7. C -0.103
8. C -0.258


[2]
A structure of composition C12H8Br2CdINO6P2S, computed with ωB97M-V/def2-TZVPD.

F_max ... 2.66 eV Å⁻¹
HOMO-LUMO gap ... 2.2 eV
HOMO ... -14.9 eV
LUMO energy ... -12.73 eV
E_tot ... -208488.425 eV
Total charge ... +2

```
34
C12H8Br2CdINO6P2S (ωB97M-V/def2-TZVPD)
N -4.202 1.537 -2.374
P -3.446 0.136 -2.354
C -2.344 -0.060 -0.912
C -2.564 -0.981 0.101
Br -4.069 -2.102 0.040
C -1.665 -1.108 1.183
Br -1.983 -2.330 2.521
C -0.547 -0.287 1.213
C -0.341 0.655 0.235
C -1.235 0.794 -0.862
C -0.984 1.823 -1.910
C 0.121 1.390 -2.879
O 0.715 2.079 -3.586
I 0.624 -0.751 -2.864
C 0.887 1.509 0.371
O 0.931 2.656 0.047
C 2.072 0.789 0.931
S 3.615 1.240 0.313
C 1.872 -0.150 1.869
P 3.193 -1.098 2.658
O 3.799 -0.395 3.760
O 4.190 -1.566 1.505
O 2.484 -2.482 3.102
C 0.479 -0.395 2.308
O 0.188 -0.638 3.437
H -3.992 2.111 -1.561
H -4.303 -0.967 -2.399
H -2.630 0.006 -3.496
H -1.866 2.037 -2.509
H -0.646 2.762 -1.492
H 3.237 2.320 -0.385
H 3.836 -1.423 0.613
H 2.143 -2.937 2.290
Cd 2.430 -4.171 1.087
```

These are the Löwdin partial charges, in e, on atoms 1 to 8:
1. N -0.158
2. P 0.823
3. C -0.341
4. C -0.658
5. Br 0.894
6. C -0.597
7. Br 1.037
8. C -0.098


[3]
A structure of composition C33H49BrNP3Pt, computed with ωB97M-V/def2-TZVPD.

F_max ... 3.61 eV Å⁻¹
⟨S²⟩ ... 2.02
HOMO-LUMO gap (alpha / beta) ... 7.2 / 4.9 eV
HOMO (alpha / beta) ... -13.3 / -13.3 eV
LUMO energy (alpha / beta) ... -6.12 / -8.46 eV
E_tot ... -137638.262 eV
Spin multiplicity ... 3
Total charge ... +2

```
88
C33H49BrNP3Pt (ωB97M-V/def2-TZVPD)
C -1.023 6.011 -4.333
C -1.222 4.707 -4.868
C -1.517 4.612 -6.263
C -1.502 5.802 -7.027
N -1.218 6.991 -6.495
C -1.020 7.127 -5.193
C -1.034 3.609 -3.862
C -0.981 2.928 -2.848
C -0.942 2.398 -1.532
C 0.348 2.260 -0.881
C 0.293 1.546 0.359
C -0.884 0.998 0.933
C -2.068 1.455 0.400
C -2.088 2.159 -0.804
Pt -0.027 0.377 -1.743
P 1.909 -1.436 0.312
H -1.708 3.624 -6.761
H -0.789 6.114 -3.262
H -1.697 5.758 -8.105
H -0.813 8.094 -4.735
H -2.921 2.715 -1.203
H 1.140 2.898 -1.278
H -3.041 1.335 0.841
H 1.144 1.703 0.976
C 2.336 -3.073 1.081
C 3.295 -3.972 0.307
H 1.372 -3.565 1.283
H 2.767 -2.897 2.075
H 3.574 -4.829 0.930
H 2.866 -4.372 -0.618
H 4.234 -3.471 0.036
C 2.558 -1.519 -1.392
C 3.387 -0.303 -1.787
H 1.671 -1.514 -2.059
H 3.112 -2.467 -1.489
H 3.412 -0.298 -2.882
H 2.937 0.657 -1.488
H 4.420 -0.350 -1.418
C 2.949 -0.352 1.377
C 4.394 -0.787 1.551
H 2.423 -0.355 2.346
H 2.919 0.676 1.006
H 4.976 0.045 1.961
H 4.508 -1.616 2.256
H 4.874 -1.074 0.616
Br -0.773 -2.175 2.495
P -1.572 -1.823 -0.746
C -0.779 -3.573 -0.668
C -1.062 -4.665 -1.714
H -1.000 -4.011 0.324
H 0.306 -3.375 -0.658
H -0.092 -5.037 -2.053
H -1.571 -5.551 -1.307
H -1.612 -4.362 -2.615
C -3.343 -2.007 0.412
C -4.346 -3.139 0.163
H -3.921 -1.080 0.191
H -3.107 -1.976 1.491
H -4.850 -3.393 1.109
H -5.135 -2.784 -0.525
H -3.937 -4.071 -0.256
C -2.265 -0.990 -2.199
C -2.662 -1.820 -3.417
H -1.495 -0.263 -2.640
H -3.093 -0.307 -1.943
H -2.932 -1.092 -4.194
H -1.833 -2.424 -3.799
H -3.508 -2.511 -3.294
C -2.050 -0.032 3.696
P -0.645 0.620 2.800
C -0.963 2.402 3.125
C 0.731 0.415 4.110
C 1.256 -0.821 4.578
C 2.221 -0.924 5.594
C 2.734 0.227 6.206
C 2.195 1.475 5.815
C 1.256 1.546 4.767
H -2.895 -0.055 3.017
H -2.254 0.514 4.616
H -1.812 -1.075 3.978
H -1.156 2.617 4.177
H -0.128 3.006 2.762
H -1.818 2.689 2.520
H 0.924 -1.767 4.146
H 2.614 -1.911 5.884
H 3.531 0.182 6.958
H 2.538 2.403 6.288
H 0.975 2.567 4.491
```

These are the Löwdin partial charges, in e, on atoms 1 to 8:
1. C -0.020
2. C -0.198
3. C -0.010
4. C -0.121
5. N 0.065
6. C -0.122
7. C 0.100
8. C -0.007


[4]
A cluster of 2 separate species, C4H11IN3 in total, computed with ωB97M-V/def2-TZVPD.

F_max ... 4.26 eV Å⁻¹
HOMO-LUMO gap ... 10.3 eV
HOMO ... -13.2 eV
LUMO energy ... -2.93 eV
E_tot ... -16890.311 eV
Energy above the lowest of the compared OMol25 structures with the same formula, charge and spin ... 6.3 kcal/mol
Total charge ... +1

```
19
C4H11IN3 (ωB97M-V/def2-TZVPD)
C 0.948 0.869 0.800
C 1.232 1.118 -1.538
C -0.532 -0.368 -0.650
C -1.532 -1.420 -0.853
N 1.875 0.850 -0.313
N -0.183 -0.033 0.540
N 0.074 0.020 -1.740
I -1.300 -0.857 4.124
H 1.611 0.448 1.680
H 0.606 1.882 1.003
H 0.740 2.046 -1.530
H 1.949 0.931 -2.362
H -2.370 -1.081 -1.496
H -1.710 -1.735 0.251
H -0.889 -2.191 -1.315
H 2.602 0.211 -0.004
H -0.715 -0.600 1.251
H -0.152 -0.257 -2.676
H -2.257 0.167 4.825
```

These are the Löwdin partial charges, in e, on atoms 1 to 8:
1. C -0.158
2. C -0.084
3. C -0.429
4. C 0.038
5. N -0.044
6. N 0.110
7. N 0.139
8. I 0.498


Q: What is the formula in the fourth record?
A: C4H11IN3


Q: Which of these has the lowest F_max?
A: C12H8Br2CdINO6P2S


Q: Which of these has the lowest E_tot?
A: C12H8Br2CdINO6P2S


Q: What is the E_tot in the first record?
A: -25428.823 eV